The following is a DFT calculation (wB97M-V/def2-TZVPD) of a structure of composition C26H48O2P2Pt at a distorted geometry.

The energy is -1971.2423 Eh. The spin multiplicity is 5. The HOMO-LUMO gap (spin up / spin down) is 7.65 / 4.96 eV. As for the net charge: +2.

Last column: Löwdin charge in e.
Atoms and positions in Å:
Pt 0.29696 -0.15036 0.64816  0.995
C -2.01688 1.75000 0.31972  -0.207
C -2.64140 0.88182 -0.60387  -0.163
C -1.82013 -0.47933 1.11284  -0.323
C -1.49318 0.95491 1.42999  -0.293
C -2.58852 -0.44644 -0.13142  -0.151
C -2.05447 3.23614 0.28562  -0.011
H -1.78206 3.63646 -0.70112  0.094
H -1.36571 3.66581 1.02552  0.078
H -3.06303 3.61722 0.51510  0.119
C -1.55016 1.49343 2.82295  -0.006
H -0.94229 2.40695 2.91310  0.070
H -1.19492 0.76195 3.55531  0.076
H -2.60322 1.73279 3.07432  0.134
C -2.13719 -1.49201 2.17098  -0.025
H -3.21214 -1.45227 2.43022  0.125
H -1.57519 -1.29148 3.08718  0.072
H -1.88235 -2.51322 1.83818  0.074
C -3.37100 -1.58957 -0.65536  0.002
H -4.43253 -1.31683 -0.74612  0.122
H -3.28701 -2.45529 0.01100  0.089
H -3.03051 -1.91194 -1.64502  0.072
C -3.39678 1.35879 -1.79523  0.008
H -4.39531 1.71805 -1.49100  0.125
H -3.54438 0.54516 -2.51686  0.085
H -2.88736 2.19973 -2.29784  0.093
C 1.49110 0.39023 -1.81920  -0.199
C 0.37043 1.12788 -1.93153  -0.170
C -0.21672 1.47110 -3.27742  -0.142
C -1.09448 0.35616 -3.90794  -0.155
C -1.04606 -0.98026 -3.21338  -0.099
C 0.07632 -1.71606 -3.14470  -0.113
C 1.37639 -1.28442 -3.77812  -0.153
C 2.18128 -0.17425 -3.03872  -0.169
H 0.58088 1.72362 -3.99482  0.121
H -0.79729 0.26858 -4.96936  0.131
H -0.80323 2.39627 -3.17854  0.109
H 2.38921 0.63042 -3.76744  0.124
H 2.06373 0.27729 -0.87323  0.022
H -0.14269 1.59140 -1.06458  0.049
H 3.17586 -0.55419 -2.75833  0.109
H 2.01090 -2.17916 -3.87349  0.117
H 0.04587 -2.77909 -2.88034  0.097
H 1.21164 -0.92327 -4.81144  0.127
H -2.13709 0.69848 -3.93809  0.086
H -2.01959 -1.41986 -2.98690  0.085
P 1.82105 1.93313 1.03909  0.868
C 1.67813 2.69262 2.67960  -0.202
H 2.58524 3.27288 2.88837  0.078
H 1.56164 1.94064 3.46813  0.056
H 0.81478 3.36578 2.70295  0.047
C 3.56025 1.42200 0.88196  -0.209
H 4.19875 2.26491 1.16685  0.074
H 3.79409 1.15207 -0.15159  0.052
H 3.75765 0.56457 1.53498  0.045
C 1.63751 3.33596 -0.10727  -0.208
H 1.78239 3.00385 -1.13979  0.047
H 2.37602 4.11497 0.11903  0.078
H 0.62901 3.75965 -0.03543  0.038
P 1.03745 -2.46277 0.41770  0.814
C -0.30805 -3.33251 -0.42219  -0.234
H 0.08954 -4.13068 -1.05585  0.073
H -0.84619 -2.61231 -1.04894  -0.002
H -1.02856 -3.76910 0.28065  0.059
C 2.62022 -2.43988 -0.45805  -0.203
H 2.50053 -2.04486 -1.47009  0.016
H 3.04401 -3.44892 -0.51420  0.076
H 3.33379 -1.80205 0.08188  0.066
C 1.34970 -3.48041 1.89248  -0.203
H 1.71110 -4.47058 1.58779  0.077
H 0.43011 -3.61125 2.47456  0.061
H 2.10621 -3.00212 2.52371  0.056
C 0.77060 -0.99719 4.86208  -0.002
O 0.19845 -0.64015 3.57959  -0.216
C 1.04701 -0.50879 2.52644  -0.656
O 2.26048 -0.61811 2.75196  -0.072
H 0.33065 -0.34823 5.62272  0.106
H 1.83834 -0.83256 4.81042  0.086
H 0.57237 -2.05195 5.06166  0.104

The following is a DFT calculation (wB97M-V/def2-TZVPD) of a structure of composition C4H6O2.

The energy is -306.4338 Eh. The spin multiplicity is 1. The HOMO-LUMO gap is 10.96 eV. As for the net charge: 0.

Last column: Löwdin charge in e.
Atoms and positions in Å:
O 0.60735 2.58500 0.37803  0.065
C 0.72184 1.38412 0.40509  -0.234
C -0.33894 0.41949 -0.03786  -0.212
C 0.08857 -0.58476 -1.12075  -0.143
O -0.29304 -1.70733 -0.31068  -0.106
C -0.54623 -0.84991 0.80902  -0.145
H 1.66706 0.90261 0.74643  0.136
H -1.25204 0.95849 -0.29302  0.148
H -0.47264 -0.52115 -2.05719  0.122
H 1.16556 -0.61081 -1.34693  0.124
H 0.20247 -0.97841 1.60527  0.122
H -1.54996 -0.99733 1.22258  0.123

The following is a DFT calculation (wB97M-V/def2-TZVPD) of a structure of composition C4H12NS2 at a distorted geometry.

The energy is -1010.1134 Eh. The spin multiplicity is 1. The HOMO-LUMO gap is 6.00 eV. As for the net charge: +1.

Last column: Löwdin charge in e.
Atoms and positions in Å:
N -2.94718 1.82537 -1.77870  -0.150
C 1.42755 1.12382 0.69874  -0.363
C 1.03726 1.36187 2.21374  -0.055
C 2.58925 0.26289 0.62105  -0.147
S 0.78923 -0.69609 -0.08298  0.561
S -0.39865 -2.26224 0.10342  0.411
C -0.79428 -3.03395 -1.69571  -0.350
H -3.43245 0.95058 -1.61918  -0.112
H -2.18877 1.61607 -0.72220  0.095
H -3.98461 2.73048 -1.43311  0.181
H 1.48805 2.02526 0.14714  0.115
H 0.98978 2.12367 2.86117  0.031
H 1.69897 0.72408 2.87995  0.100
H -0.00576 0.85509 2.34238  0.118
H 3.43749 0.59302 -0.10624  0.134
H 3.07713 -0.34955 1.46636  0.124
H -1.90193 -2.50722 -1.78146  0.075
H -0.99772 -4.31300 -1.58470  0.129
H 0.11662 -3.03013 -2.52965  0.104

The following is a DFT calculation (wB97M-V/def2-TZVPD) of a cluster of 5 separate species, C24H45FNO14 in total.

The energy is -2149.5172 Eh. The spin multiplicity is 1. The HOMO-LUMO gap is 4.36 eV. As for the net charge: -1.

Last column: Löwdin charge in e.
Atoms and positions in Å:
C 0.39272 1.35551 -0.78478  -0.118
C 0.48774 0.71569 -2.18537  -0.246
C -0.82684 0.17123 -2.76827  -0.205
C -1.09143 -1.32308 -2.49979  -0.422
C -0.92754 -1.70079 -0.98865  -0.085
C -2.36763 -1.78771 -3.21671  -0.154
C -3.54891 -0.99554 -2.93783  -0.502
O -4.47090 -0.66082 -3.66123  0.008
N -3.72183 -0.49876 -1.53820  0.131
C -4.44302 0.67480 -1.41162  -0.540
O -4.09254 1.80387 -1.52479  0.130
F -5.74525 0.42807 -1.11412  0.081
H -0.65068 1.44082 -0.46605  0.060
H 0.91069 0.75883 -0.03020  0.058
H 0.80748 2.36662 -0.77773  0.057
H 0.88091 1.47372 -2.87066  0.092
H 1.22676 -0.09415 -2.17292  0.089
H -1.65795 0.79896 -2.42278  0.095
H -0.81205 0.27389 -3.85679  0.107
H -0.26646 -1.83629 -3.01494  0.102
H -0.02278 -2.29019 -0.80441  0.058
H -1.76769 -2.32111 -0.66171  0.066
H -0.88601 -0.83380 -0.31932  0.047
H -2.60251 -2.81896 -2.91688  0.053
H -2.87095 -0.48583 -0.99358  0.086
C -12.19712 3.51694 -2.02894  -0.069
C -11.26021 4.70305 -1.95264  -0.226
O -9.95044 4.31597 -1.51612  0.024
C -9.16642 3.78369 -2.46985  -0.615
O -9.47388 3.66949 -3.63083  0.113
O -8.01106 3.45915 -1.92083  0.017
C -7.04884 2.86231 -2.81330  -0.011
H -12.22640 2.99433 -1.07226  0.079
H -13.20601 3.85458 -2.27179  0.075
H -11.87043 2.81999 -2.79905  0.076
H -11.59456 5.42027 -1.20418  0.118
H -11.18487 5.20799 -2.91539  0.119
H -6.90537 3.48900 -3.69065  0.097
H -7.38330 1.87286 -3.11827  0.105
H -6.12718 2.76587 -2.25104  0.067
C 4.13146 -3.88284 -0.53389  -0.063
C 3.71327 -2.99542 -1.68505  -0.203
O 3.52879 -1.63483 -1.25892  0.030
C 4.62984 -0.89889 -1.14796  -0.612
O 5.75990 -1.25541 -1.38038  0.110
O 4.26582 0.31618 -0.74520  0.004
C 5.33564 1.24456 -0.56555  -0.035
H 3.41289 -3.80511 0.28270  0.076
H 4.16918 -4.92180 -0.86383  0.079
H 5.11690 -3.60034 -0.16488  0.074
H 2.74026 -3.28551 -2.07597  0.125
H 4.44146 -3.02081 -2.49517  0.122
H 5.95814 1.29316 -1.45688  0.095
H 5.94712 0.96008 0.29045  0.092
H 4.86272 2.20405 -0.38059  0.094
C 10.94301 0.24365 0.47749  -0.065
C 9.90230 -0.50559 1.27788  -0.201
O 10.02698 -0.24254 2.69195  0.036
C 9.48980 0.90227 3.10614  -0.614
O 8.92616 1.71463 2.41793  0.118
O 9.67243 0.99888 4.42473  0.002
C 9.13717 2.19130 5.00801  -0.040
H 11.94433 0.01365 0.84330  0.080
H 10.88014 -0.05054 -0.57061  0.081
H 10.78169 1.31852 0.54344  0.075
H 10.03748 -1.58178 1.19522  0.123
H 8.89284 -0.25425 0.95564  0.120
H 8.08797 2.30952 4.74597  0.096
H 9.69412 3.06331 4.66857  0.097
H 9.24996 2.06578 6.08042  0.092
C -4.35974 -2.24534 4.04245  -0.065
C -3.22855 -1.24759 4.14148  -0.205
O -2.03629 -1.84227 4.69959  0.031
C -1.31657 -2.55861 3.83590  -0.612
O -1.57414 -2.74076 2.67637  0.127
O -0.24386 -3.03808 4.47569  -0.001
C 0.62219 -3.81740 3.64351  -0.041
H -4.55617 -2.69780 5.01554  0.078
H -5.26483 -1.74066 3.70326  0.082
H -4.11935 -3.03053 3.32773  0.077
H -3.46970 -0.43991 4.82974  0.120
H -2.99001 -0.82202 3.16779  0.124
H 0.89829 -3.26109 2.74990  0.094
H 0.13370 -4.74544 3.34992  0.097
H 1.49797 -4.02688 4.25065  0.090

> energy of number 2 (C4H6O2)?

-306.4338 Eh

Please write out number 3 again, unchanged.
The following is a DFT calculation (wB97M-V/def2-TZVPD) of a structure of composition C4H12NS2 at a distorted geometry.

The energy is -1010.1134 Eh. The spin multiplicity is 1. The HOMO-LUMO gap is 6.00 eV. As for the net charge: +1.

Last column: Löwdin charge in e.
Atoms and positions in Å:
N -2.94718 1.82537 -1.77870  -0.150
C 1.42755 1.12382 0.69874  -0.363
C 1.03726 1.36187 2.21374  -0.055
C 2.58925 0.26289 0.62105  -0.147
S 0.78923 -0.69609 -0.08298  0.561
S -0.39865 -2.26224 0.10342  0.411
C -0.79428 -3.03395 -1.69571  -0.350
H -3.43245 0.95058 -1.61918  -0.112
H -2.18877 1.61607 -0.72220  0.095
H -3.98461 2.73048 -1.43311  0.181
H 1.48805 2.02526 0.14714  0.115
H 0.98978 2.12367 2.86117  0.031
H 1.69897 0.72408 2.87995  0.100
H -0.00576 0.85509 2.34238  0.118
H 3.43749 0.59302 -0.10624  0.134
H 3.07713 -0.34955 1.46636  0.124
H -1.90193 -2.50722 -1.78146  0.075
H -0.99772 -4.31300 -1.58470  0.129
H 0.11662 -3.03013 -2.52965  0.104

> Which of these has the lowest energy?

C24H45FNO14

> Among the records above, which one has the highest net charge?

C26H48O2P2Pt